1.
DFT (ωB97M-V/def2-TZVPD) results for C31H22ClN4O6S as an isolated structure in a non-equilibrium geometry.

Calculated values
F_max: 9.073 eV Å⁻¹
HOMO energy: -9.9025 eV
Orbital gap: 4.39 eV
Multiplicity: 1
Net charge: +1

```
65
Properties=species:S:1:pos:R:3:forces:R:3
C 2.050125 6.185336 -0.993816 -1.44 -0.25 1.27
S 1.144272 6.983040 -2.472775 4.21 1.27 -6.27
O 1.211883 6.050901 -3.733742 -1.07 2.93 5.48
O 1.708979 8.402085 -2.821448 -2.83 -4.85 2.47
C -0.683706 7.050927 -1.932754 -5.80 -1.40 1.29
N -1.564845 5.812671 -2.179320 -0.83 8.30 3.58
C -2.879607 6.318023 -1.564993 3.84 -0.32 -1.34
N -3.905308 5.404744 -1.591796 -0.94 0.39 1.57
N -2.782511 7.724123 -0.999093 1.02 -3.82 -2.01
Cl -4.064411 8.597638 -0.183430 1.79 -0.81 -0.96
N -1.455171 8.149719 -1.235696 1.84 -3.55 -1.84
H 1.814970 6.914654 -0.078398 0.72 -1.62 -2.03
H 3.196792 6.042476 -1.183035 -2.40 0.52 -0.08
H 1.482015 5.148529 -0.828118 1.40 2.26 -0.42
H -4.148015 4.887623 -0.694979 0.34 1.21 -1.68
H -4.451329 5.111743 -2.441458 1.30 0.72 1.14
H -1.010327 9.066592 -0.975378 -1.12 -1.08 -0.15
C 2.351929 1.464959 -4.053180 0.14 -0.31 0.19
C 1.719181 2.322130 -3.153238 0.02 -0.12 0.38
C 1.695864 2.012353 -1.792443 0.06 0.08 -0.45
C 2.296961 0.834922 -1.331128 -0.12 0.31 -0.42
C 2.908106 -0.034150 -2.234094 -0.18 0.45 -0.46
C 2.945878 0.287263 -3.597170 -0.16 0.29 -0.12
C 3.501830 -1.302932 -1.765309 0.73 -1.09 -0.92
O 4.042001 -2.065220 -2.557367 -0.37 0.55 0.50
C 3.427435 -1.643578 -0.330560 0.28 -1.12 0.19
C 3.934835 -2.869723 0.118837 -0.26 0.35 -0.23
C 3.880524 -3.194006 1.476117 0.35 0.46 0.53
C 3.329515 -2.293492 2.387346 5.31 -0.17 0.50
C 2.818240 -1.073725 1.941688 3.75 3.88 -0.90
C 2.858654 -0.752663 0.578376 0.36 0.37 1.20
C 2.282992 0.524314 0.112225 -0.48 0.60 1.06
O 1.794355 1.314306 0.911812 0.16 -0.25 -0.34
H 2.378149 1.710883 -5.112499 0.00 -0.06 0.21
H 1.245220 3.233712 -3.510390 0.09 -0.12 0.05
H 1.204579 2.688841 -1.095019 0.14 -0.31 0.01
H 3.433148 -0.379733 -4.306199 -0.09 0.04 0.31
H 4.369570 -3.577071 -0.585627 -0.13 0.31 0.04
H 4.270352 -4.148860 1.822182 -0.13 0.22 -0.04
H 3.293634 -2.542729 3.445651 -0.15 0.07 -0.26
H 2.385144 -0.377796 2.658273 0.05 -0.16 -0.39
C 1.038930 -2.526669 2.140888 -4.01 -1.71 -0.26
C 0.364272 -1.976535 3.230473 -0.50 -0.45 -0.15
C -0.927445 -2.404883 3.540721 0.30 0.17 0.05
C -1.551752 -3.378304 2.751314 0.49 0.39 0.11
C -0.886553 -3.910424 1.647461 0.54 0.31 0.03
C 0.416559 -3.492048 1.348180 -0.27 0.11 0.33
C -1.554009 -4.901355 0.778764 0.64 -0.61 -1.17
O -0.969059 -5.371912 -0.189035 -0.33 0.31 0.58
C -2.938707 -5.310093 1.087997 -0.55 -0.35 -0.18
C -3.603980 -6.205005 0.239831 -0.32 -0.11 0.06
C -4.909014 -6.607108 0.532266 0.37 0.17 0.01
C -5.548381 -6.125500 1.674255 0.26 0.23 0.15
C -4.890064 -5.229571 2.517921 -0.15 -0.19 -0.20
C -3.585951 -4.813672 2.218505 -0.52 -0.34 -0.12
C -2.911333 -3.838261 3.097606 -0.70 0.51 1.23
O -3.474248 -3.410929 4.098959 0.34 -0.23 -0.62
H 2.049100 -2.199555 1.904508 -5.19 -2.38 -0.64
H 0.844595 -1.214919 3.840729 -0.14 -0.08 0.01
H -1.446043 -1.974703 4.395939 -0.03 -0.25 -0.22
H 0.947250 -3.912984 0.495996 -0.25 -0.04 0.14
H -3.110782 -6.588200 -0.652090 0.03 0.18 0.28
H -5.425613 -7.298009 -0.130496 0.12 0.13 0.12
H -6.562321 -6.444162 1.906198 0.20 0.07 -0.03
H -5.397354 -4.854024 3.405054 0.28 0.01 -0.19
```
Positions in Å, forces in eV/Å.

***

2.
DFT (ωB97M-V/def2-TZVPD) results for C6H10N2O3PRhS2Se as an isolated structure.

Calculated values
F_max: 0.498 eV Å⁻¹
HOMO energy (alpha / beta): -4.8332 / -4.8360 eV
ΔE to the lowest compared entry with this formula, charge and spin: 29.4 kJ/mol
⟨S²⟩: 8.78
Orbital gap (alpha / beta): 7.66 / 5.67 eV
Multiplicity: 6
Net charge: -1

```
26
Properties=species:S:1:pos:R:3:forces:R:3
Rh 2.099028 0.742866 -1.083417 0.31 0.39 -0.03
C 0.094061 -0.864960 4.204931 0.03 -0.05 0.09
C -0.729803 -0.518832 2.990349 0.01 0.14 -0.06
O -0.137714 0.628148 2.342955 -0.02 0.03 -0.08
P 0.140582 0.582456 0.753558 0.02 -0.06 0.00
S 2.575276 2.669642 -0.099069 -0.05 -0.10 0.10
S 1.171267 -1.089798 0.318880 0.00 -0.27 0.15
O -1.395359 0.461113 0.245039 -0.07 0.03 -0.07
C -1.659846 0.477056 -1.171541 0.12 -0.08 0.06
C -3.136664 0.708230 -1.361527 -0.12 -0.01 -0.05
H -0.354820 -1.705510 4.738464 -0.01 0.00 -0.01
H 0.156320 -0.017229 4.887788 -0.02 0.02 -0.02
H 1.104747 -1.142383 3.906780 0.00 0.00 -0.02
H -1.755187 -0.249534 3.248882 0.01 0.01 0.03
H -0.767111 -1.355654 2.290522 0.02 -0.02 0.01
H -1.338557 -0.478166 -1.594424 -0.04 -0.01 0.00
H -1.058555 1.255218 -1.644860 -0.05 0.03 0.01
H -3.718071 -0.067277 -0.861142 0.02 -0.01 0.01
H -3.385495 0.688387 -2.423627 0.04 0.00 -0.01
H -3.433723 1.676290 -0.957403 0.02 0.00 0.02
O 0.303735 -0.075269 -4.807942 -0.02 -0.03 -0.05
C 0.727878 0.447424 -3.832777 -0.05 0.11 0.07
N 1.118781 1.028500 -2.865114 -0.06 -0.02 -0.15
Se 5.125219 -2.319462 -3.388970 -0.15 0.22 0.25
C 4.359770 -1.135583 -2.280639 0.29 -0.24 -0.23
N 3.894242 -0.345672 -1.555696 -0.24 -0.09 -0.02
```
Positions in Å, forces in eV/Å.